Entry 1:
DFT (ωB97M-V/def2-TZVPD) results for the ion C20H25N2O4S with charge +1.

Last column: Löwdin charge in e.
Element x y z (Å)
C: 0.4168 -3.7094 -2.1883  -0.0427
C: 0.2393 -2.2060 -2.1089  -0.1964
O: -0.3541 -1.9003 -0.8456  0.0160
C: -0.6135 -0.6381 -0.5690  -0.3989
O: -0.3951 0.2789 -1.3471  0.0798
C: -1.2512 -0.4709 0.7472  -0.0821
C: -1.3804 -1.4799 1.7542  -0.2169
C: -0.7005 -2.7815 1.7460  -0.1967
C: 0.6857 -2.8425 1.6364  -0.0356
C: 1.3294 -4.0652 1.6445  -0.0799
C: 0.5979 -5.2364 1.7610  -0.0794
C: -0.7801 -5.1801 1.8806  -0.0687
C: -1.4286 -3.9580 1.8799  -0.0217
C: -2.1899 -1.0746 2.7703  -0.3178
S: -2.7942 0.5220 2.5736  1.1187
C: -1.9556 0.6671 1.0764  -0.4764
N: -2.0102 1.8332 0.3052  0.1020
C: -0.8819 2.4465 -0.0919  -0.4455
O: 0.1982 2.2680 0.4603  0.0793
C: -1.0492 3.3884 -1.2763  -0.0497
C: 0.2142 4.2043 -1.5601  -0.0957
N: 1.4288 3.3620 -1.4903  -0.1266
C: 1.5477 2.3894 -2.5967  -0.0775
C: 2.7768 1.5101 -2.3515  -0.1649
O: 3.9453 2.2799 -2.2387  -0.1028
C: 3.8514 3.1880 -1.1737  -0.1659
C: 2.6728 4.1464 -1.3767  -0.0772
H: -0.5469 -4.2042 -2.1116  0.0863
H: 1.0456 -4.0540 -1.3722  0.0715
H: 0.8786 -3.9734 -3.1346  0.0833
H: -0.4136 -1.8340 -2.9068  0.1309
H: 1.2009 -1.6841 -2.1817  0.1238
H: 1.2545 -1.9270 1.5573  0.1230
H: 2.4056 -4.1061 1.5642  0.1073
H: 1.1026 -6.1902 1.7632  0.1062
H: -1.3521 -6.0902 1.9771  0.1074
H: -2.5039 -3.9118 1.9674  0.1191
H: -2.4517 -1.6288 3.6498  0.0886
H: -2.9006 2.1058 -0.0885  0.1665
H: -1.3182 2.7711 -2.1358  0.1308
H: -1.8769 4.0739 -1.0900  0.1382
H: 0.1505 4.6814 -2.5414  0.1462
H: 0.3152 4.9839 -0.8007  0.1438
H: 1.2507 2.8066 -0.5852  0.1310
H: 0.6652 1.7510 -2.6185  0.1128
H: 1.6531 2.9343 -3.5379  0.1509
H: 2.9301 0.8368 -3.1954  0.1430
H: 2.6155 0.9162 -1.4390  0.1362
H: 4.7902 3.7426 -1.1544  0.1424
H: 3.7283 2.6528 -0.2196  0.1404
H: 2.5999 4.8310 -0.5310  0.1442
H: 2.8156 4.7184 -2.2976  0.1494

Values from the calculation:
HOMO-LUMO gap ... 8.7 eV
LUMO level ... -2.373 eV
Net charge ... +1
2S+1 ... 1
E ... -1585.5918 Eh
SMILES string ... CCOC(=O)c1c(-c2ccccc2)csc1NC(=O)CC[NH+]1CCOCC1

Entry 2:
DFT (ωB97M-V/def2-TZVPD) results for a structure of composition C20H25N2O5S4 in a non-equilibrium geometry.

Last column: Löwdin charge in e.
Element x y z (Å)
C: -5.3021 -3.4634 3.3961  -0.1369
C: -4.2893 -2.3981 2.6938  -0.2028
C: -5.0853 -1.7710 1.4367  -0.2383
O: -4.2442 -0.9865 0.5651  -0.2143
C: -3.7022 -1.8125 -0.5143  -0.2525
S: -2.6589 -0.7047 -1.5774  0.6263
O: -3.5773 0.4349 -2.0223  -0.4099
O: -1.5747 -0.0461 -0.7296  -0.4170
N: -2.0795 -1.4445 -3.0064  -0.3240
S: -1.5653 -3.0511 -2.7295  0.5940
O: -2.6692 -4.0410 -2.4318  -0.4231
O: -0.9069 -3.5146 -4.0332  -0.4245
C: -0.3109 -3.2067 -1.3602  -0.2748
C: 1.1788 -3.4714 -1.8955  -0.2849
C: 1.8882 -2.0599 -2.2929  -0.4805
S: 2.1804 -1.1437 -0.7095  0.8394
C: 2.0628 0.6948 -1.0075  -0.9561
S: 1.6800 1.2070 -2.5512  0.6890
N: 2.3562 1.5472 0.1647  -0.1691
C: 3.7795 1.9386 0.2502  -0.1687
C: 4.4434 1.7875 1.6685  0.0000
C: 5.9096 2.1918 1.9540  -0.0775
C: 6.7273 2.7718 0.7525  -0.0825
C: 6.0785 2.8814 -0.6720  -0.0734
C: 4.6128 2.4788 -0.9749  -0.0035
C: 1.4612 2.7193 0.2684  -0.2002
C: 1.5065 3.9942 -0.6053  -0.0329
C: 0.5600 5.2236 -0.4548  -0.0669
C: -0.4966 5.1849 0.7014  -0.0785
C: -0.5716 3.9063 1.6131  -0.0675
C: 0.3831 2.6726 1.4158  0.0249
H: -5.6482 -3.0745 4.4181  0.0665
H: -6.2418 -3.5896 2.7443  0.0661
H: -4.8355 -4.5068 3.4898  0.0693
H: -3.9705 -1.5729 3.4213  0.1094
H: -3.3673 -2.9938 2.3494  0.1054
H: -5.9438 -1.1133 1.8520  0.1392
H: -5.5694 -2.6155 0.8328  0.1176
H: -4.6066 -2.2440 -1.0750  0.1328
H: -3.0516 -2.6248 -0.0434  0.1072
H: -0.4146 -2.2709 -0.7098  0.0614
H: -0.6211 -4.0985 -0.6978  0.1082
H: 1.2004 -4.2264 -2.7688  0.1170
H: 1.7848 -3.9851 -1.0503  0.1041
H: 2.8630 -2.3584 -2.8405  0.0929
H: 1.1622 -1.5376 -3.0159  0.0690
H: 3.8026 1.3656 2.5195  0.0978
H: 6.3076 2.0826 3.0144  0.0807
H: 7.7971 3.1001 0.9784  0.0753
H: 6.7049 3.2756 -1.5433  0.0803
H: 4.0869 2.5593 -1.9804  0.0628
H: 2.2900 4.0731 -1.4474  0.0769
H: 0.6691 6.0986 -1.1857  0.0837
H: -1.1757 6.0935 0.8458  0.0767
H: -1.3404 3.8921 2.4720  0.0819
H: 0.3439 1.7519 2.1084  0.1043

Values from the calculation:
HOMO-LUMO gap ... 7.7 eV
LUMO level ... 1.845 eV
Net charge ... -1
2S+1 ... 1
E ... -2855.1655 Eh

Entry 3:
DFT (ωB97M-V/def2-TZVPD) results for a structure of composition C20H25N2OPd in a non-equilibrium geometry.

Last column: Löwdin charge in e.
Element x y z (Å)
C: -0.2365 0.6731 -4.9021  -0.4096
C: 0.3462 2.0156 -4.7777  -0.0907
C: 0.5980 -0.4439 -5.3524  -0.0957
C: -1.6941 0.5162 -4.8259  -0.0958
H: 0.6694 -0.4986 -6.4544  0.0970
H: 0.1951 -1.4109 -5.0168  0.0661
H: 1.6278 -0.3511 -4.9770  0.0662
H: 0.3525 2.5583 -5.7410  0.0951
H: 1.3877 1.9755 -4.4293  0.0678
H: -0.2309 2.6314 -4.0732  0.0794
H: -2.1848 0.6745 -5.8038  0.0960
H: -2.1323 1.2476 -4.1319  0.0775
H: -1.9780 -0.4904 -4.4897  0.0666
C: 2.3847 -0.2018 0.6350  -0.1991
C: 2.3688 -1.0018 -0.5639  -0.1117
C: 2.1610 -0.1342 -1.6740  -0.0539
H: 2.5885 -2.0667 -0.5918  0.1124
C: 1.9908 1.1882 -1.1975  -0.0605
C: 2.0787 1.1694 0.2318  -0.1466
H: 2.1220 2.0305 0.8925  0.1014
H: 2.6902 -0.5292 1.6232  0.1106
H: 2.1763 -0.4358 -2.7194  0.1061
H: 1.9148 2.0850 -1.8109  0.1104
C: -1.8797 -1.0525 0.0283  -0.1505
C: -0.9037 -2.0549 0.4516  -0.2004
C: -0.1325 -2.4037 -0.7154  -0.1102
H: -0.8575 -2.5352 1.4233  0.1090
C: -0.6869 -1.7217 -1.8340  -0.0537
C: -1.7531 -0.9031 -1.3903  -0.0607
H: -2.4331 -0.3380 -2.0259  0.1051
H: -2.6785 -0.6656 0.6546  0.1006
H: 0.6647 -3.1436 -0.7266  0.1124
H: -0.3653 -1.8422 -2.8672  0.1025
Pd: 0.2369 -0.2268 0.4613  0.8827
N: -1.6065 0.1388 7.4631  0.1779
C: -0.5232 0.7067 6.8534  -0.4703
O: 0.3183 1.3237 7.4980  0.0757
C: -0.4228 0.5415 5.3637  -0.0959
C: -1.3853 -0.1264 4.5981  0.0196
C: -1.1829 -0.2991 3.2255  -0.0993
N: -0.0915 0.1766 2.6000  -0.0232
C: 0.8229 0.8614 3.3103  -0.0938
C: 0.6881 1.0602 4.6834  0.0409
H: -1.6575 0.2119 8.4657  0.1220
H: -2.2821 -0.4413 6.9981  0.0878
H: -2.3008 -0.5271 5.0246  0.1130
H: -1.9354 -0.8287 2.6382  0.0948
H: 1.6816 1.2709 2.7802  0.0932
H: 1.4703 1.6173 5.1878  0.1314

Values from the calculation:
HOMO-LUMO gap (alpha / beta) ... 6.1 / 5.7 eV
LUMO level (alpha / beta) ... -3.258 / -5.993 eV
Net charge ... +1
ΔE to the lowest compared entry with this formula, charge and spin ... 1.6 kcal/mol
2S+1 ... 5
⟨S²⟩ ... 6.027
E ... -1089.3265 Eh